The following is a quantum chemistry calculation of a 2-piece molecular cluster, CH2ClN2O2 overall, from the OMol25 dataset.

Values from the calculation:
Energy relative to the best compared isomer or geometry (same formula, charge and spin)   398.8 kJ/mol
Charge   -1
Spin multiplicity   1

Each line ends with the Löwdin charge.
Cartesian coordinates (Å):
1 C 0.241 -0.592 1.283  -0.617
2 N -1.840 0.277 1.865  0.103
3 N -2.490 0.147 0.769  -0.695
4 O -2.098 -0.438 -0.277  -0.162
5 O -3.648 0.625 0.806  -0.136
6 Cl 1.361 0.679 1.200  0.462
7 H -0.250 -1.180 0.295  0.085
8 H 0.477 -1.160 2.159  -0.040


The following is a quantum chemistry calculation of an isolated ion of composition C7H11N5 and charge +2, from the OMol25 dataset.

Values from the calculation:
Energy relative to the best compared isomer or geometry (same formula, charge and spin)   469.1 kJ/mol
Charge   +2
Spin multiplicity   1
SMILES string   [NH3+]/C1=N/C/C=C\[C@H]2N=CN1C=[NH+]2

Each line ends with the Löwdin charge.
Cartesian coordinates (Å):
1 N -0.017 1.234 -2.772  0.296
2 C 0.112 0.526 -1.537  -0.308
3 N 1.047 -0.287 -1.339  0.176
4 C 1.356 -1.171 -0.299  -0.133
5 C 1.231 -1.150 1.226  -0.048
6 C 0.616 -0.626 2.225  -0.006
7 C -0.594 0.289 2.143  -0.264
8 N -0.227 1.575 1.655  0.189
9 C -0.455 1.831 0.440  -0.050
10 N -0.865 0.840 -0.540  0.039
11 C -1.606 -0.141 -0.042  -0.020
12 N -1.594 -0.212 1.228  0.189
13 H 0.937 1.857 -2.829  0.279
14 H -0.857 1.845 -2.884  0.210
15 H 0.091 0.674 -3.578  0.162
16 H 0.696 -1.948 -0.181  0.118
17 H 2.450 -1.312 -0.698  0.191
18 H 2.036 -1.744 1.397  0.101
19 H 0.814 -0.913 3.275  0.150
20 H -0.992 0.360 3.177  0.182
21 H -0.390 2.856 0.171  0.143
22 H -2.294 -0.746 -0.655  0.202
23 H -2.273 -0.821 1.673  0.200


The following is a quantum chemistry calculation of a 2-piece molecular cluster, CHF3N2S overall, from the OMol25 dataset.

Values from the calculation:
Energy relative to the best compared isomer or geometry (same formula, charge and spin)   585.6 kJ/mol
Spin multiplicity   1

Each line ends with the Löwdin charge.
Cartesian coordinates (Å):
1 C 2.003 -0.344 0.056  -0.290
2 N -2.170 0.482 0.403  0.067
3 N -1.749 0.201 -0.661  -0.763
4 F 0.765 -0.667 -0.412  0.011
5 F 1.922 0.948 0.606  0.045
6 F 2.470 -1.151 0.949  0.170
7 S -1.571 -0.561 -1.918  0.712
8 H -1.670 1.092 0.977  0.047


The following is a quantum chemistry calculation of one molecule with the formula C5H8O, from the OMol25 dataset.

Values from the calculation:
Energy relative to the best compared isomer or geometry (same formula, charge and spin)   468.2 kJ/mol
Spin multiplicity   1

Each line ends with the Löwdin charge.
Cartesian coordinates (Å):
1 C 0.702 1.161 0.933  -0.010
2 C -0.115 0.192 0.109  -0.506
3 C -0.235 -1.214 0.693  -0.014
4 C -0.108 -0.778 -2.138  0.187
5 C -0.170 0.432 -1.393  -0.341
6 O -1.257 0.737 -0.474  -0.004
7 H 1.727 0.802 1.078  0.095
8 H 0.229 1.250 1.919  0.095
9 H 0.719 2.150 0.469  0.089
10 H 0.158 -1.240 1.711  0.080
11 H -1.287 -1.506 0.724  0.095
12 H 0.317 -1.957 0.118  0.081
13 H -1.008 -1.361 -1.857  0.025
14 H 0.381 1.310 -1.727  0.129


The following is a quantum chemistry calculation of an isolated ion of composition C5H15N3O and charge +2, from the OMol25 dataset.

Values from the calculation:
Energy relative to the best compared isomer or geometry (same formula, charge and spin)   37.2 kJ/mol
Charge   +2
Spin multiplicity   1
SMILES string   N[C@@H]([NH3+])C/C(O)=C/C[NH3+]

Each line ends with the Löwdin charge.
Cartesian coordinates (Å):
1 N 1.837 1.302 -0.369  0.112
2 C 1.835 -0.071 -0.294  -0.365
3 N 3.356 -0.560 -0.037  0.188
4 C 0.911 -0.590 0.765  -0.085
5 C -0.497 -0.579 0.194  -0.222
6 O -1.047 -1.527 -0.596  0.075
7 C -1.451 0.623 0.470  0.004
8 C -2.692 0.676 -0.292  -0.155
9 N -3.918 -0.137 0.368  0.174
10 H 2.143 1.669 0.483  0.083
11 H 2.458 1.844 -1.054  0.167
12 H 1.655 -0.572 -1.172  0.128
13 H 3.641 -0.261 0.928  0.169
14 H 4.072 -0.157 -0.695  0.181
15 H 3.534 -1.653 0.112  0.223
16 H 0.817 -0.097 1.662  0.100
17 H 1.087 -1.714 1.099  0.188
18 H -0.427 -2.015 -1.135  0.128
19 H -1.164 1.330 1.204  0.088
20 H -2.896 1.718 -0.484  0.128
21 H -2.572 0.304 -1.273  0.107
22 H -3.626 -1.151 0.373  0.165
23 H -4.900 -0.055 -0.181  0.233
24 H -4.050 0.213 1.370  0.186


The following is a quantum chemistry calculation of one molecule with the formula C6H10N4O, from the OMol25 dataset.

Values from the calculation:
Energy relative to the best compared isomer or geometry (same formula, charge and spin)   41.2 kJ/mol
Spin multiplicity   1
SMILES string   Nc1c(N)n2n(c1=O)CCC2

Each line ends with the Löwdin charge.
Cartesian coordinates (Å):
1 N -2.074 2.956 1.420  0.087
2 C -1.770 1.724 0.822  -0.189
3 C -0.916 0.751 1.339  -0.262
4 N -0.271 0.872 2.577  0.141
5 N -0.843 -0.349 0.496  -0.031
6 N -1.655 -0.057 -0.629  0.000
7 C -2.184 1.186 -0.472  -0.429
8 O -2.797 1.803 -1.340  0.030
9 C -0.996 -0.522 -1.796  -0.143
10 C 0.450 -0.725 -1.417  -0.127
11 C 0.451 -0.914 0.119  -0.109
12 H -1.299 3.434 1.864  0.079
13 H -2.732 3.550 0.896  0.100
14 H 0.168 0.038 2.909  0.083
15 H -0.785 1.426 3.221  0.077
16 H -1.443 -1.454 -2.194  0.128
17 H -1.046 0.224 -2.594  0.130
18 H 0.959 0.192 -1.673  0.110
19 H 0.918 -1.482 -1.980  0.095
20 H 0.539 -1.947 0.408  0.104
21 H 1.292 -0.370 0.595  0.126


The following is a quantum chemistry calculation of a 2-piece molecular cluster, C5H10O2 overall, from the OMol25 dataset.

Values from the calculation:
Energy relative to the best compared isomer or geometry (same formula, charge and spin)   593.3 kJ/mol
Spin multiplicity   1

Each line ends with the Löwdin charge.
Cartesian coordinates (Å):
1 C -1.909 -0.453 0.739  0.196
2 O -1.124 -0.131 -1.098  -0.136
3 C 0.115 -0.846 -1.146  -0.194
4 C 1.116 -0.347 -0.112  -0.214
5 C 1.670 1.055 -0.198  -0.057
6 C 0.656 0.722 0.862  -0.389
7 O -0.626 1.204 0.722  -0.208
8 H -2.254 -1.330 0.200  0.068
9 H -2.675 0.296 0.902  0.079
10 H -1.301 -0.692 1.605  0.078
11 H -0.105 -1.907 -0.967  0.117
12 H 0.508 -0.768 -2.169  0.122
13 H 1.794 -1.113 0.260  0.132
14 H 2.707 1.216 0.085  0.100
15 H 1.321 1.686 -1.014  0.117
16 H 1.019 0.649 1.891  0.138
17 H -0.915 0.758 -0.562  0.049


The following is a quantum chemistry calculation of one molecule with the formula C3H3F3, from the OMol25 dataset.

Values from the calculation:
Energy relative to the best compared isomer or geometry (same formula, charge and spin)   103.1 kJ/mol
Spin multiplicity   1
SMILES string   CC(F)=C(F)F

Each line ends with the Löwdin charge.
Cartesian coordinates (Å):
1 C 0.156 0.144 1.145  -0.009
2 C 0.424 -0.155 -0.299  -0.248
3 F 1.385 -1.091 -0.468  0.070
4 C -0.458 0.089 -1.284  -0.292
5 F -0.289 -0.364 -2.511  0.138
6 F -1.492 0.964 -1.248  0.107
7 H 0.121 -0.746 1.718  0.070
8 H -0.847 0.602 1.442  0.126
9 H 1.001 0.557 1.506  0.038


The following is a quantum chemistry calculation of one molecule with the formula C18H14O3S, from the OMol25 dataset.

Values from the calculation:
Total energy   -1318.0932 hartree
Spin multiplicity   1
SMILES string   CC(C)(O)c1cc2ccc(C#Cc3ccsc3)cc2c(=O)o1

Each line ends with the Löwdin charge.
Cartesian coordinates (Å):
1 C -2.735 -5.366 -0.566  0.004
2 C -1.732 -4.592 0.394  -0.563
3 C -0.579 -5.588 0.812  -0.011
4 O -2.531 -4.200 1.417  0.012
5 C -1.168 -3.264 -0.161  -0.082
6 C -2.067 -2.320 -0.543  0.058
7 C -1.554 -1.037 -0.898  -0.181
8 C -2.396 -0.014 -1.171  -0.014
9 C -1.900 1.289 -1.233  0.017
10 C -0.521 1.560 -1.233  -0.232
11 C 0.121 2.842 -1.259  0.066
12 C 1.014 3.657 -1.423  0.007
13 C 2.009 4.598 -1.642  -0.307
14 C 1.936 5.723 -2.706  -0.111
15 C 2.916 6.660 -2.621  -0.406
16 S 4.020 6.257 -1.324  0.934
17 C 3.072 4.849 -0.783  -0.316
18 C 0.300 0.484 -1.205  0.050
19 C -0.168 -0.820 -0.923  -0.047
20 C 0.700 -1.907 -0.467  -0.384
21 O 1.964 -1.692 -0.509  0.041
22 O 0.206 -2.980 0.078  0.146
23 H -3.518 -4.660 -0.948  0.091
24 H -3.197 -6.262 -0.134  0.092
25 H -2.119 -5.619 -1.374  0.059
26 H 0.027 -5.263 1.755  0.118
27 H -1.081 -6.504 1.136  0.078
28 H 0.123 -5.759 -0.001  0.083
29 H -1.955 -3.946 2.131  0.106
30 H -3.089 -2.435 -0.769  0.117
31 H -3.413 -0.193 -1.066  0.100
32 H -2.569 2.119 -1.134  0.112
33 H 1.250 5.671 -3.491  0.080
34 H 3.272 7.361 -3.342  0.056
35 H 3.310 4.175 0.029  0.080
36 H 1.409 0.544 -1.261  0.150


The following is a quantum chemistry calculation of C2H2Cl2OS as an isolated structure, from the OMol25 dataset.

Values from the calculation:
Expectation value of S²   2.008
Energy relative to the best compared isomer or geometry (same formula, charge and spin)   53.6 kJ/mol
Spin multiplicity   3

Each line ends with the Löwdin spin population.
Cartesian coordinates (Å):
1 C 1.025 -0.620 -0.950  0.436
2 C -0.674 0.734 0.655  0.083
3 O 0.360 -0.001 -1.692  0.119
4 S 1.011 0.320 1.144  1.086
5 Cl 1.833 -2.049 -0.997  0.176
6 Cl -1.644 -0.881 0.525  0.083
7 H -0.703 1.386 -0.141  0.014
8 H -1.209 1.111 1.455  0.005


The following is a quantum chemistry calculation of one molecule with the formula C5H11N, from the OMol25 dataset.

Values from the calculation:
Energy relative to the best compared isomer or geometry (same formula, charge and spin)   374.1 kJ/mol
Spin multiplicity   1

Each line ends with the Löwdin charge.
Cartesian coordinates (Å):
1 C -1.460 -0.904 0.494  -0.059
2 C -0.484 0.178 0.034  -0.447
3 C -0.968 0.888 -1.225  -0.059
4 N 0.840 -0.417 -0.203  -0.097
5 C 2.246 0.608 -0.005  -0.022
6 C 1.816 -0.486 0.886  -0.263
7 H -1.579 -1.662 -0.286  0.083
8 H -1.090 -1.401 1.397  0.076
9 H -2.443 -0.474 0.716  0.081
10 H -0.371 0.924 0.837  0.137
11 H -1.067 0.178 -2.053  0.085
12 H -0.274 1.679 -1.526  0.080
13 H -1.950 1.342 -1.057  0.083
14 H 1.769 1.542 0.336  0.018
15 H 1.319 -0.296 -1.099  0.100
16 H 2.372 -1.424 0.914  0.096
17 H 1.325 -0.276 1.840  0.108


The following is a quantum chemistry calculation of C29H53N5OS as an isolated structure, from the OMol25 dataset.

Values from the calculation:
Total energy   -1884.0167 hartree
Spin multiplicity   1

Each line ends with the Löwdin charge.
Cartesian coordinates (Å):
1 C -0.429 -3.862 5.417  -0.110
2 C 0.051 -3.751 3.966  -0.269
3 C -0.999 -4.217 2.962  -0.232
4 C -0.439 -4.286 1.536  -0.211
5 C 0.131 -5.665 1.164  -0.202
6 C 1.392 -5.597 0.291  -0.221
7 C 1.094 -5.688 -1.201  -0.210
8 C 2.321 -5.454 -2.117  -0.199
9 C 2.146 -4.393 -3.221  -0.207
10 C 2.715 -2.990 -2.923  -0.208
11 C 2.357 -2.430 -1.551  -0.223
12 C 2.563 -0.917 -1.427  -0.209
13 C 2.146 -0.397 -0.048  -0.202
14 C 0.667 -0.021 0.039  -0.170
15 C 0.348 1.023 1.123  -0.119
16 C -0.883 1.803 0.788  -0.117
17 C -0.897 2.832 -0.089  -0.221
18 O 0.271 3.138 -0.729  -0.053
19 C 0.682 4.506 -0.775  -0.150
20 C 1.853 4.811 0.140  -0.306
21 C 1.621 4.304 1.578  -0.031
22 C 3.223 4.376 -0.420  -0.389
23 C 3.214 3.005 -1.110  -0.049
24 C 3.828 5.436 -1.341  -0.075
25 C -2.102 3.514 -0.451  0.057
26 C -3.305 3.208 0.066  -0.172
27 C -4.550 3.917 -0.354  -0.089
28 C -5.366 3.197 -1.460  -0.666
29 N -6.186 2.110 -0.915  0.080
30 N -4.475 2.692 -2.492  0.101
31 N -6.209 4.229 -2.073  0.065
32 C -3.334 2.150 1.014  -0.305
33 N -4.404 1.690 1.667  -0.239
34 S -3.892 0.503 2.609  1.000
35 N -2.333 0.490 2.256  -0.226
36 C -2.132 1.456 1.358  -0.295
37 H -1.512 -3.762 5.480  0.067
38 H -0.002 -3.074 6.035  0.064
39 H -0.143 -4.819 5.848  0.067
40 H 0.929 -4.392 3.850  0.106
41 H 0.346 -2.732 3.728  0.102
42 H -1.376 -5.194 3.267  0.111
43 H -1.819 -3.498 2.991  0.105
44 H -1.207 -3.989 0.822  0.107
45 H 0.372 -3.562 1.464  0.091
46 H 0.365 -6.200 2.085  0.103
47 H -0.627 -6.239 0.631  0.109
48 H 1.943 -4.685 0.515  0.092
49 H 2.054 -6.424 0.556  0.111
50 H 0.313 -4.976 -1.471  0.103
51 H 0.706 -6.689 -1.387  0.107
52 H 3.199 -5.240 -1.506  0.105
53 H 2.541 -6.397 -2.616  0.099
54 H 1.084 -4.277 -3.444  0.104
55 H 2.641 -4.761 -4.118  0.099
56 H 3.803 -3.072 -2.974  0.112
57 H 2.382 -2.298 -3.694  0.107
58 H 2.965 -2.908 -0.785  0.106
59 H 1.305 -2.632 -1.332  0.115
60 H 1.959 -0.432 -2.197  0.108
61 H 3.603 -0.665 -1.636  0.113
62 H 2.753 0.459 0.249  0.078
63 H 2.361 -1.195 0.668  0.110
64 H 0.050 -0.903 0.197  0.109
65 H 0.365 0.401 -0.922  0.113
66 H 0.169 0.528 2.075  0.111
67 H 1.204 1.689 1.226  0.090
68 H 0.957 4.718 -1.810  0.132
69 H -0.144 5.169 -0.530  0.123
70 H 1.877 5.902 0.190  0.129
71 H 1.759 5.120 2.287  0.079
72 H 0.612 3.929 1.729  0.072
73 H 2.341 3.535 1.846  0.075
74 H 3.894 4.278 0.436  0.128
75 H 2.364 2.867 -1.771  0.077
76 H 3.251 2.199 -0.378  0.056
77 H 4.115 2.910 -1.716  0.082
78 H 4.891 5.231 -1.470  0.076
79 H 3.755 6.425 -0.891  0.074
80 H 3.370 5.435 -2.329  0.080
81 H -2.047 4.279 -1.210  0.129
82 H -5.190 4.023 0.523  0.115
83 H -4.302 4.899 -0.743  0.114
84 H -6.415 2.286 0.056  0.056
85 H -5.676 1.236 -0.905  0.060
86 H -4.364 1.689 -2.434  0.077
87 H -4.838 2.896 -3.413  0.070
88 H -6.626 3.810 -2.899  0.069
89 H -6.996 4.385 -1.452  0.076